No. 1
Density functional theory data (ωB97M-V/def2-TZVPD) for 13 unconnected molecules or ions with the total composition C6H36O12 in a non-equilibrium geometry.

Calculated values
LUMO   0.2 eV

Geometry as ORCA input:
```
! RIJCOSX wB97M-V def2-TZVPD def2/J DEFGRID3
* xyz 0 1
C -1.5332 -0.3637 1.2241
C -0.5080 0.6996 0.9001
C 0.8650 0.4815 1.5481
C 1.7855 0.0792 0.3888
C 2.8137 0.8290 -0.0027
C 3.7771 0.2360 -0.9714
H -1.3872 -1.2879 0.6657
H -2.6111 -0.2175 1.0687
H -1.5254 -0.5728 2.2991
H -0.9637 1.6478 1.2060
H -0.4334 0.7626 -0.1893
H 0.8561 -0.4143 2.1737
H 1.2967 1.3368 2.0624
H 1.4957 -0.8981 0.0269
H 2.8945 1.8260 0.4103
H 4.5174 0.9404 -1.4032
H 3.2103 -0.1230 -1.8302
H 4.5934 -0.3895 -0.6125
H -2.1736 1.2501 -3.4900
H -1.3403 0.8183 -4.7686
O -1.2918 1.1541 -3.8719
H -1.3159 -4.6216 -1.2495
H -0.6944 -4.0609 0.1361
O -1.4171 -4.0364 -0.4999
H -0.8450 -2.3790 3.1590
H 0.1065 -2.4211 4.2889
O 0.0608 -2.6700 3.3570
H -3.0096 2.8412 -2.2856
H -3.3948 1.8565 -1.3621
O -3.5708 2.0433 -2.2969
H 2.5736 -2.5139 -1.8738
H 3.3447 -1.9854 -0.7503
O 3.2233 -2.8266 -1.2193
H 1.5133 2.8736 0.2930
H 0.3861 3.9531 -0.2276
O 0.8516 3.5343 0.5025
H -0.4283 3.5491 -2.7088
H -0.1730 2.1803 -2.0543
O -0.6958 2.9843 -1.9786
H 1.4953 -3.0950 1.3307
H 1.9953 -3.5376 -0.0520
O 1.2029 -3.5424 0.5271
H -2.4614 -2.7808 0.9167
H -2.0508 -3.9443 1.9342
O -2.5656 -3.1519 1.7905
H -1.1155 4.3690 1.2571
H -2.5266 4.4648 1.0771
O -1.7317 4.8355 0.6856
H 0.3131 -2.9564 -2.2240
H 1.0857 -3.7792 -3.3497
O 0.8871 -2.9098 -2.9968
H -2.0962 2.5777 2.9896
H -1.1878 3.8155 3.1037
O -2.0965 3.5391 2.9463
*
```


No. 2
Density functional theory data (ωB97M-V/def2-TZVPD) for 3 unconnected molecules or ions with the total composition CH3PSi in a non-equilibrium geometry.

Calculated values
LUMO   -0.4 eV

Geometry as ORCA input:
```
! RIJCOSX wB97M-V def2-TZVPD def2/J DEFGRID3
* xyz 0 1
C 1.2615 0.1219 0.1598
Si 1.6649 -0.4488 -1.5636
P 0.0692 0.9086 -0.7679
H 1.2045 0.2251 1.2440
H -2.3659 -0.7692 0.4350
H -1.8341 -0.0376 0.4928
*
```


No. 3
Density functional theory data (ωB97M-V/def2-TZVPD) for a single C2H4BrNO2 molecule in a non-equilibrium geometry.

Calculated values
LUMO   -0.2 eV
SMILES   C[C@@H](Br)[N+](=O)[O-]

Geometry as ORCA input:
```
! RIJCOSX wB97M-V def2-TZVPD def2/J DEFGRID3
* xyz 0 1
C 0.0647 -0.0212 -0.1703
C -0.8536 -0.2614 0.9306
N -0.4390 0.6845 2.1283
O -1.1825 1.5878 2.3774
O 0.5349 0.5034 2.8080
Br -0.5212 -2.1311 1.6742
H 1.0624 -0.0593 0.2147
H -0.1429 0.9713 -0.5922
H -0.0077 -0.7644 -0.8681
H -1.9634 -0.1768 0.6392
*
```


No. 4
Density functional theory data (ωB97M-V/def2-TZVPD) for 2 unconnected molecules or ions with the total composition C2H6N2.

Calculated values
LUMO   1.1 eV
SMILES   C=N.C=N

Geometry as ORCA input:
```
! RIJCOSX wB97M-V def2-TZVPD def2/J DEFGRID3
* xyz 0 1
C -1.9079 0.2273 -0.4982
N -2.2690 -0.4451 0.5051
H -0.8959 0.6117 -0.5961
H -2.5573 0.4883 -1.3379
H -3.2532 -0.7048 0.4086
C 2.1816 -0.4412 0.2896
N 2.4445 0.7131 -0.1570
H 2.5282 -1.2846 -0.3059
H 1.6202 -0.6015 1.2147
H 2.1087 1.4367 0.4771
*
```


Kohn-Sham gap for the records above, in order: 9.8; 8.2; 10.6; 11.3 eV
ΔE to the lowest compared entry with this formula, charge and spin for the records above, in order: 2.846; 1.355; 3.318; 2.227 eV
HOMO energy for the records above, in order: -9.6; -8.5; -10.8; -10.2 eV